[1]
ORCA calculation (wB97M-V/def2-TZVPD) on 8 unconnected molecules or ions with the total composition C15H42Cl6O14P2 in a non-equilibrium geometry.

HOMO level, eV: -9.61
Orbital gap, eV: 9.78
E_LUMO, eV: 0.17

ORCA input file:
```
! wB97M-V def2-TZVPD RIJCOSX def2/J DEFGRID3
* xyz 0 1
C -1.6369 -1.9812 -3.5020
O -2.1193 -1.8669 -4.8441
P -1.7202 -0.6078 -5.6919
O -1.9852 0.6869 -5.0942
O -0.2082 -0.8905 -6.0308
C 0.4741 -0.2344 -7.0980
O -2.5090 -0.8357 -7.0440
C -2.5801 -2.1395 -7.6228
H -0.8572 -1.2554 -3.2743
H -1.2521 -2.9910 -3.3519
H -2.4591 -1.8471 -2.7981
H 0.6937 -0.9740 -7.8669
H 1.3800 0.2004 -6.6916
H -0.1419 0.5568 -7.5255
H -2.9320 -2.8767 -6.9006
H -1.6008 -2.4552 -7.9880
H -3.2986 -2.0926 -8.4351
C -0.5695 -0.4840 4.5791
O -0.3772 0.8038 5.1768
P 0.2197 0.8223 6.6439
O -0.6761 0.3970 7.7028
O 0.7129 2.3085 6.6951
C 0.7369 3.0173 7.9555
O 1.5104 -0.0787 6.5390
C 2.5568 0.2774 5.6284
H -1.5479 -0.4869 4.1004
H -0.5739 -1.2819 5.3229
H 0.2020 -0.6578 3.8295
H 0.2616 3.9820 7.8082
H 1.7706 3.1499 8.2706
H 0.2040 2.4651 8.7287
H 3.5326 0.1361 6.0936
H 2.5170 1.3307 5.3472
H 2.5105 -0.3474 4.7417
C -0.7749 2.9097 2.1571
C 0.0476 2.3353 1.0234
O -0.3331 1.0497 0.5937
O -2.1201 3.1792 1.7369
H -0.2904 3.8318 2.4926
H -0.8672 2.2324 2.9992
H 1.1039 2.3063 1.3043
H -0.0295 3.0541 0.1927
H -1.2563 0.8433 0.8319
H -2.1359 4.0016 1.2351
C 1.7174 0.7635 -3.8620
C 1.4607 0.8985 -2.3878
O 0.1179 0.5246 -2.1225
O 0.9068 1.6663 -4.6058
H 1.5124 -0.2704 -4.1634
H 2.7589 1.0225 -4.0533
H 1.7212 1.9091 -2.0565
H 2.1406 0.1763 -1.8976
H -0.0698 0.6324 -1.1738
H 0.0036 1.5857 -4.2614
C -3.7324 0.1575 -0.2630
C -3.7613 -0.6218 1.0216
O -2.6467 -0.2159 1.8572
O -4.1059 1.5002 -0.0780
H -4.4087 -0.2905 -0.9906
H -2.7233 0.0994 -0.7023
H -3.6474 -1.6947 0.8305
H -4.7131 -0.4788 1.5378
H -2.9279 -0.3022 2.7719
H -3.5429 1.8655 0.6230
C 4.5441 -0.4718 1.9113
Cl 5.3837 0.3111 3.2591
Cl 2.7967 -0.3038 2.0134
H 4.9064 -0.0628 0.9786
H 4.7910 -1.5275 1.9429
C 0.1733 -2.1416 0.8514
Cl -1.0783 -2.4988 -0.3225
Cl 1.1343 -3.5322 1.3335
H 0.8280 -1.3954 0.4164
H -0.3169 -1.6969 1.7105
C 3.4704 -3.1236 -1.5388
Cl 4.7981 -2.0582 -1.9622
Cl 1.9457 -2.6291 -2.2888
H 3.6693 -4.1485 -1.8351
H 3.3122 -3.1409 -0.4643
*
```

---

[2]
ORCA calculation (wB97M-V/def2-TZVPD) on a molecular structure, C27H75BeN6O11 in a non-equilibrium geometry.

HOMO level, eV: -10.07
Orbital gap, eV: 4.38
Energy above the lowest of the compared OMol25 structures with the same formula, charge and spin, kcal per mole: 39.06
E_LUMO, eV: -5.69

ORCA input file:
```
! wB97M-V def2-TZVPD RIJCOSX def2/J DEFGRID3
* xyz 1 1
Be 2.8361 1.9873 0.1313
O -0.6046 0.0280 -1.4612
C 0.5393 0.2883 -0.8091
O 0.6109 0.7041 0.3720
O 1.6442 0.1071 -1.4051
H -1.2547 0.3050 -0.8115
C 0.6534 -1.7011 3.0675
C 0.6922 -0.4923 3.9027
C -0.5377 -0.3911 4.8205
O -0.6065 0.9849 5.3313
C -1.5857 1.0418 6.3354
N 1.9082 -0.3703 4.6210
H 1.4666 -1.7996 2.3484
H -0.1517 -1.4936 2.3627
H 0.5201 -2.6837 3.5202
H 0.6067 0.3421 3.2066
H -0.5692 -1.1871 5.5644
H -1.4202 -0.6437 4.2327
H -1.3727 0.4296 7.2117
H -2.5492 0.8311 5.8713
H -1.8146 2.0088 6.7834
H 1.8954 -1.0798 5.3398
H 1.8737 0.4410 5.2216
C 4.1699 -1.6742 0.2937
C 5.3201 -0.8257 -0.1540
C 6.0236 -1.5263 -1.2666
O 5.1951 -1.5691 -2.4077
C 5.9199 -2.2109 -3.4455
N 4.8078 0.4447 -0.6609
H 4.4674 -2.6637 0.6408
H 3.4881 -1.9294 -0.5176
H 3.5607 -1.2871 1.1105
H 6.0041 -0.6505 0.6763
H 6.3332 -2.5310 -0.9788
H 6.9062 -0.9117 -1.4439
H 5.9007 -3.3002 -3.4090
H 6.9863 -2.0048 -3.3534
H 5.5262 -1.8320 -4.3886
H 5.5990 1.0419 -0.8545
H 4.6807 0.2828 -1.6497
C 0.8835 3.4207 3.7772
C 0.6496 3.5305 2.2988
C -0.3618 4.6386 1.8901
O 0.3109 5.8906 1.9526
C -0.4968 6.9768 1.5184
N 1.8698 3.8968 1.6148
H 1.2582 4.4093 4.0426
H 1.6659 2.7127 4.0505
H -0.0517 3.4116 4.3371
H 0.3039 2.5733 1.9084
H -1.2476 4.5663 2.5211
H -0.7165 4.4539 0.8761
H -0.1197 7.9740 1.7453
H -1.4733 6.9256 2.0000
H -0.6770 6.8743 0.4483
H 1.4410 4.7036 1.1843
H 2.4526 4.3852 2.2796
C -4.3731 1.9237 0.5440
C -2.9982 1.9374 1.1805
C -2.8819 2.0737 2.6997
O -3.5833 3.2302 3.0730
C -3.5474 3.4664 4.5153
N -2.3981 0.6971 0.8183
H -4.7416 0.8979 0.5499
H -4.4126 2.3777 -0.4462
H -5.1125 2.4576 1.1411
H -2.4338 2.7060 0.6524
H -1.8492 2.1533 3.0391
H -3.2081 1.1909 3.2496
H -4.1147 4.3756 4.7142
H -2.5312 3.5711 4.8954
H -4.0274 2.6460 5.0487
H -2.8694 -0.0553 1.2999
H -1.4704 0.7635 1.2120
C -4.1174 -0.6381 -2.0441
C -4.2219 -1.7268 -3.1583
C -3.0234 -1.7292 -4.1631
O -3.3744 -2.5231 -5.3207
C -2.5149 -2.2882 -6.4212
N -4.2674 -3.0159 -2.4696
H -3.4156 -0.9072 -1.2546
H -5.0558 -0.5417 -1.4980
H -3.8086 0.3367 -2.4216
H -5.1075 -1.6675 -3.7909
H -2.0583 -2.0610 -3.7802
H -2.9456 -0.6996 -4.5122
H -2.3910 -1.2455 -6.7139
H -2.9079 -2.8271 -7.2833
H -1.5615 -2.7640 -6.1916
H -3.3152 -3.1111 -2.1465
H -4.2321 -3.7139 -3.1987
C 0.8518 -3.1917 -2.1306
C -0.3721 -3.9693 -1.7862
C -0.2140 -5.1373 -0.7706
O 0.6628 -6.1444 -1.1956
C 0.2181 -6.9838 -2.2092
N -1.4015 -3.0615 -1.3368
H 1.2397 -2.6259 -1.2836
H 0.5582 -2.4984 -2.9187
H 1.6536 -3.7945 -2.5571
H -0.8015 -4.4021 -2.6898
H -1.1702 -5.5274 -0.4219
H 0.1995 -4.7185 0.1468
H 1.0095 -7.6478 -2.5567
H -0.3807 -6.4394 -2.9394
H -0.4067 -7.7206 -1.7043
H -1.2043 -2.1214 -1.6489
H -1.5671 -2.9333 -0.3488
C 2.5779 -0.8517 -4.4297
O 1.2080 -0.3665 -4.1748
H 2.6804 -1.8640 -4.0387
H 2.6974 -0.9396 -5.5095
H 3.3872 -0.2901 -3.9629
H 1.0912 -0.3406 -3.2223
C 0.1957 3.5579 -1.7638
O 1.5034 3.7802 -1.3406
H -0.3407 2.8661 -1.1142
H -0.4112 4.4623 -1.7213
H 0.1553 3.2214 -2.7998
H 1.8914 4.5386 -1.7831
*
```

---

[3]
ORCA calculation (wB97M-V/def2-TZVPD) on a molecular structure, C47H47NOsP2 in a non-equilibrium geometry.

HOMO level (spin up / spin down), eV: -12.57 / -12.69
⟨S²⟩: 6.063
Orbital gap (spin up / spin down), eV: 7.78 / 4.70
Energy above the lowest of the compared OMol25 structures with the same formula, charge and spin, kcal per mole: 0.00
E_LUMO (spin up / spin down), eV: -4.79 / -8.00

ORCA input file:
```
! wB97M-V def2-TZVPD RIJCOSX def2/J DEFGRID3
* xyz 2 5
Os -0.0177 0.0674 0.1060
C -2.0334 -0.0498 0.8913
C -1.9682 -0.5225 -0.4517
C -2.5068 0.2946 -1.6150
C -1.5033 1.3275 -2.1613
C -0.2692 1.4801 -1.3059
C -0.3779 2.0263 0.0436
C -1.7219 2.4645 0.5931
C -2.5225 1.3240 1.2573
C 1.9628 0.1177 -0.3843
H -2.1983 -0.8044 1.6704
H -2.0612 -1.6070 -0.5836
H -3.4588 0.7840 -1.3403
H -2.7424 -0.4091 -2.4306
H -1.1795 0.9990 -3.1621
H -1.9888 2.3082 -2.2847
H 0.6257 1.7799 -1.8573
H 0.4624 2.6482 0.3701
H -2.3216 2.9443 -0.1941
H -1.5283 3.2259 1.3610
H -2.4380 1.4362 2.3526
H -3.5975 1.4250 1.0185
H 2.6181 -0.4083 0.3206
H 2.3405 1.1275 -0.5889
H 1.9583 -0.4388 -1.3393
P 0.0999 -2.2399 -9.4286
P 2.0395 0.3944 -9.6842
C -0.5123 -0.6573 -10.0582
C 0.2931 0.4351 -10.1504
C -0.7620 -3.4335 -10.5289
C -1.9512 -3.1472 -11.2141
C -2.5618 -4.1280 -12.0024
C -1.9925 -5.4001 -12.1091
C -0.7915 -5.6871 -11.4436
C -0.1665 -4.7054 -10.6751
C -0.8340 -2.3986 -7.8371
C -0.4663 -1.5473 -6.7747
C -1.1992 -1.5601 -5.5864
C -2.3165 -2.3982 -5.4585
C -2.6554 -3.2713 -6.4981
C -1.8941 -3.2987 -7.6691
C 2.7387 1.1586 -11.2308
C 2.7086 0.3759 -12.4025
C 3.0696 0.9333 -13.6295
C 3.4666 2.2758 -13.7016
C 3.5421 3.0419 -12.5339
C 3.2132 2.4754 -11.2975
C 2.1164 1.7984 -8.5016
C 3.2496 1.8641 -7.6647
C 3.4257 2.9563 -6.8158
C 2.4647 3.9773 -6.7789
C 1.3189 3.8886 -7.5741
C 1.1257 2.7836 -8.4103
H -1.5631 -0.6032 -10.3677
H -0.0789 1.3785 -10.5766
H -2.4174 -2.1694 -11.1352
H -3.4896 -3.8936 -12.5291
H -2.4811 -6.1690 -12.7106
H -0.3463 -6.6810 -11.5230
H 0.7774 -4.9171 -10.1702
H 0.3816 -0.8697 -6.8938
H -0.9053 -0.9137 -4.7556
H -2.9174 -2.3721 -4.5472
H -3.5158 -3.9348 -6.4026
H -2.1433 -4.0051 -8.4618
H 2.3723 -0.6605 -12.3498
H 3.0332 0.3254 -14.5360
H 3.7171 2.7216 -14.6662
H 3.8534 4.0873 -12.5808
H 3.2982 3.0752 -10.3906
H 3.9912 1.0648 -7.7019
H 4.3164 3.0176 -6.1884
H 2.6114 4.8394 -6.1253
H 0.5678 4.6811 -7.5499
H 0.2137 2.7039 -8.9968
C 1.2155 2.6044 4.9823
C 1.5889 2.8058 3.6488
C 1.4631 1.7758 2.7202
C 0.8452 0.5504 3.0813
C 0.5992 0.3175 4.4566
C 0.7377 1.3496 5.3807
N 0.4392 -0.3468 2.1133
C 0.2549 -1.7189 2.3497
C 0.9776 -2.6512 1.5749
C 0.9291 -4.0051 1.9039
C 0.0658 -4.4571 2.9096
C -0.7958 -3.5545 3.5484
C -0.7156 -2.1925 3.2637
H 1.3052 3.4157 5.7054
H 1.9770 3.7669 3.3141
H 1.8193 1.8927 1.6951
H 0.2504 -0.6659 4.7636
H 0.4570 1.1656 6.4175
H 1.5587 -2.2643 0.7354
H 1.5658 -4.7006 1.3601
H 0.0498 -5.5156 3.1795
H -1.5265 -3.9121 4.2783
H -1.3863 -1.4696 3.7404
*
```

---

[4]
ORCA calculation (wB97M-V/def2-TZVPD) on 2 unconnected molecules or ions with the total composition C3H4N2O in a non-equilibrium geometry.

HOMO level, eV: -9.71
Orbital gap, eV: 10.20
Energy above the lowest of the compared OMol25 structures with the same formula, charge and spin, kcal per mole: 44.77
E_LUMO, eV: 0.49

ORCA input file:
```
! wB97M-V def2-TZVPD RIJCOSX def2/J DEFGRID3
* xyz 0 1
N -0.4577 1.2739 -1.0981
C -0.9069 -1.3525 1.2831
O -2.0512 -1.5243 1.4304
C 0.3790 -1.1325 1.1193
C 0.7990 0.9721 -1.4716
N 1.8674 0.6612 -1.8058
H -0.6317 1.1434 -0.1086
H -0.8206 2.1401 -1.4724
H 0.9966 -0.9292 1.9847
H 0.8260 -1.2522 0.1390
*
```

---

Question: Number 4 is which compound?
Answer: C3H4N2O